1.
Entry from OMol25: a 2-piece molecular cluster, C6H10N overall (wB97M-V/def2-TZVPD).

ORCA input file:
```
! wB97M-V def2-TZVPD RIJCOSX def2/J DEFGRID3
* xyz 1 1
C -2.69254 -0.66986 1.47325
C -2.62826 -1.60406 0.50900
C 0.76104 1.69293 -0.30323
C -1.48492 -0.90293 0.75548
C 0.26524 0.55890 -1.14389
C 2.25608 -0.38102 0.03488
N 0.96546 0.28744 0.13707
H -3.47955 -0.09123 1.94765
H -3.25773 -2.23388 -0.13307
H 1.58177 2.23943 -0.72523
H 0.03356 2.32046 0.23191
H -0.80646 0.46311 -1.24011
H 0.73756 0.14402 -2.06128
H 2.94424 -0.18788 0.87075
H 1.89241 -1.47957 -0.18901
H 2.71352 -0.05777 -0.83735
H 0.19858 -0.09809 0.67317
*
```

The calculation puts the relative energy (zero: lowest compared OMol25 entry of this formula, charge and spin) at 98.93 kcal/mol. Its total energy is -288.925310 Ha. The value obtained for the HOMO energy is -13.63 eV. The LUMO energy is -2.933 eV. The largest force on an atom is 3.3 eV/A.

Results of the Mulliken charge analysis, in e, for atoms 1 through 5: number 1, C, carries -0.318; number 2, C, carries -0.196; number 3, C, carries -0.202; number 4, C, carries -0.350; number 5, C, carries -0.456

***

2.
Entry from OMol25: an isolated ion of composition C6H10N and charge +1 (wB97M-V/def2-TZVPD).

ORCA input file:
```
! wB97M-V def2-TZVPD RIJCOSX def2/J DEFGRID3
* xyz 1 1
C -1.57501 0.24711 -0.32344
C -2.82747 0.29597 -0.07775
C 0.41428 0.97463 1.05999
C -0.27423 -0.04679 0.17002
C 0.01555 -1.52000 0.24261
C 2.15799 0.23731 -0.43794
N 0.90703 0.84964 -0.26573
H -3.45518 0.21019 -0.95398
H -3.34635 0.37290 0.87947
H -0.15688 1.80697 1.31927
H 0.31889 -1.75721 1.28826
H 0.76854 -1.76909 -0.56031
H -1.06545 -1.77979 0.10517
H 2.03296 -0.18323 -1.47023
H 3.00179 0.97808 -0.43239
H 2.30411 -0.37207 0.47868
H 0.77942 1.45541 -1.02169
*
```

The calculation puts the relative energy (zero: lowest compared OMol25 entry of this formula, charge and spin) at 133.63 kcal/mol. Its total energy is -288.870008 Ha. The value obtained for the HOMO energy (alpha / beta) is -13.25 / -14.71 eV. The LUMO energy (alpha / beta) is -6.070 / -5.328 eV. The largest force on an atom is 2.5 eV/A.

Results of the Mulliken charge analysis, in e, for atoms 1 through 5: number 1, C, carries -0.610; number 2, C, carries -0.732; number 3, C, carries -0.412; number 4, C, carries 1.469; number 5, C, carries -1.133

***

3.
Entry from OMol25: an isolated ion of composition C6H10N and charge +1 (wB97M-V/def2-TZVPD).

ORCA input file:
```
! wB97M-V def2-TZVPD RIJCOSX def2/J DEFGRID3
* xyz 1 1
C 1.58012 -1.47787 -0.21801
C 1.66725 -0.17725 0.17930
C 2.79966 0.72065 0.44992
C 0.23008 0.43866 0.38289
N -0.94023 -0.01257 0.35239
C -2.24764 -0.22383 0.48978
C -3.14137 -0.46631 -0.69257
H 0.73112 -2.11547 -0.01620
H 2.47202 -1.98876 -0.27638
H 2.93716 1.48309 -0.40996
H 3.68482 0.13514 0.28191
H 2.66541 1.04845 1.49753
H 0.41862 1.49271 0.36931
H -2.72472 -0.32253 1.46477
H -2.79256 0.05530 -1.65901
H -4.09804 -0.27203 -0.41684
H -2.82473 -1.57311 -0.87982
*
```

The calculation puts the relative energy (zero: lowest compared OMol25 entry of this formula, charge and spin) at 45.60 kcal/mol. Its total energy is -289.010302 Ha. The value obtained for the HOMO energy is -14.07 eV. As for the SMILES: C=C(C)C=[N+]=CC. The LUMO energy is -4.779 eV. The largest force on an atom is 5.7 eV/A.

Results of the Mulliken charge analysis, in e, for atoms 1 through 5: number 1, C, carries -0.762; number 2, C, carries 0.568; number 3, C, carries -1.272; number 4, C, carries -0.045; number 5, N, carries -0.116

***

4.
Entry from OMol25: an isolated ion of composition C6H10N and charge +1 (wB97M-V/def2-TZVPD).

ORCA input file:
```
! wB97M-V def2-TZVPD RIJCOSX def2/J DEFGRID3
* xyz 1 1
C -1.37578 -1.25544 -0.71930
C -1.95579 -0.31957 -0.23020
C -1.70872 0.99826 0.35953
C -0.31422 1.13007 -0.12778
N 0.54133 0.18417 -0.00039
C 1.78612 0.23926 -0.73873
C 0.54804 -0.83680 1.01307
H -1.32601 -2.20323 -1.18094
H -2.35806 1.77738 -0.03651
H -1.81976 0.96330 1.44550
H -0.07425 1.93265 -0.81718
H 2.61884 0.51379 -0.08965
H 1.99634 -0.74615 -1.15428
H 1.73330 0.95429 -1.55869
H 1.50144 -0.78766 1.54548
H -0.26189 -0.71778 1.72770
H 0.46906 -1.82653 0.56237
*
```

The calculation puts the relative energy (zero: lowest compared OMol25 entry of this formula, charge and spin) at 57.26 kcal/mol. Its total energy is -288.991711 Ha. The value obtained for the HOMO energy is -14.51 eV. As for the SMILES: C#CCC=[N+](C)C. The LUMO energy is -5.004 eV. The largest force on an atom is 3.3 eV/A.

Results of the Mulliken charge analysis, in e, for atoms 1 through 5: number 1, C, carries -0.281; number 2, C, carries -0.182; number 3, C, carries -0.650; number 4, C, carries 0.319; number 5, N, carries 0.068

***

5.
Entry from OMol25: an isolated ion of composition C6H10N and charge +1 (wB97M-V/def2-TZVPD).

ORCA input file:
```
! wB97M-V def2-TZVPD RIJCOSX def2/J DEFGRID3
* xyz 1 3
C -2.49850 -0.69233 0.10284
C -1.24792 -1.24417 0.29724
C -0.85680 0.94693 -0.07071
C -2.34748 0.68603 -0.19104
C 2.08414 0.18597 -0.39734
C 1.05157 -0.34741 0.64912
N -0.36847 -0.30707 0.14600
H -3.43213 -1.28067 0.02964
H -0.92650 -2.25763 0.56182
H -0.42044 1.43019 -0.93789
H -0.82521 1.50576 0.87163
H -2.95590 1.55833 -0.53475
H 1.80099 -0.36019 -1.31538
H 2.05438 1.21814 -0.54659
H 3.15627 -0.08736 -0.03970
H 1.02266 0.14834 1.53675
H 1.28510 -1.34065 0.73161
*
```

The calculation puts the relative energy (zero: lowest compared OMol25 entry of this formula, charge and spin) at 28.87 kcal/mol. Its total energy is -288.962875 Ha. The value obtained for the HOMO energy (alpha / beta) is -11.85 / -16.49 eV. The LUMO energy (alpha / beta) is -2.787 / -7.930 eV. The largest force on an atom is 5.5 eV/A.

Results of the Mulliken charge analysis, in e, for atoms 1 through 5: number 1, C, carries -0.318; number 2, C, carries -0.148; number 3, C, carries -0.287; number 4, C, carries -0.578; number 5, C, carries -1.124

***

6.
Entry from OMol25: an isolated ion of composition C6H10N and charge +1 (wB97M-V/def2-TZVPD).

ORCA input file:
```
! wB97M-V def2-TZVPD RIJCOSX def2/J DEFGRID3
* xyz 1 3
C 1.82370 -0.13767 -0.34824
C 0.44961 0.48657 -0.01902
C 1.32076 -1.04147 0.67772
C -0.56752 -0.43202 -0.06917
C 0.36167 1.93749 0.24383
C -2.01959 -0.37824 0.11069
N 0.15094 -1.72737 -0.05561
H 1.92592 -0.44767 -1.38914
H 2.65139 0.48511 -0.02790
H 1.23007 2.26253 0.81289
H -0.53814 2.19419 0.79208
H 0.37336 2.48397 -0.70077
H -2.35446 0.62892 0.33997
H -2.34433 -1.04421 0.91229
H -2.51681 -0.70791 -0.80463
H 0.36758 -2.11782 -0.98591
H -0.31416 -2.44440 0.51089
*
```

The calculation puts the relative energy (zero: lowest compared OMol25 entry of this formula, charge and spin) at 72.55 kcal/mol. Its total energy is -288.893269 Ha. The value obtained for the HOMO energy (alpha / beta) is -11.56 / -14.45 eV. The LUMO energy (alpha / beta) is -3.189 / -6.640 eV. The largest force on an atom is 3.8 eV/A.

Results of the Mulliken charge analysis, in e, for atoms 1 through 5: number 1, C, carries -0.380; number 2, C, carries 0.919; number 3, C, carries -0.185; number 4, C, carries 0.064; number 5, C, carries -1.471

***

7.
Entry from OMol25: C6H10N2 as an isolated structure (wB97M-V/def2-TZVPD).

ORCA input file:
```
! wB97M-V def2-TZVPD RIJCOSX def2/J DEFGRID3
* xyz 0 1
C 1.88555 -0.56675 0.09043
C 0.49177 0.69642 0.09133
C -1.11513 1.07713 0.00194
C -1.41508 0.00815 0.95911
C -1.06075 -0.94972 -0.04878
C 0.41258 -0.69007 -0.28658
H 2.47862 -1.06027 -0.64785
H 2.21317 -0.87704 1.16576
H 2.26533 1.09489 -1.18062
H 0.73151 0.57045 1.24489
H -1.52230 2.17438 -0.11348
H -2.46982 -0.00274 1.32446
H -0.70128 0.01876 1.91489
H -1.68196 -1.82557 -0.17330
H -1.30482 0.18556 -1.90343
H 0.61993 -0.87270 -1.32006
N 1.91254 0.86877 -0.11560
N -1.73986 0.15035 -1.00310
*
```

The calculation puts the relative energy (zero: lowest compared OMol25 entry of this formula, charge and spin) at 164.13 kcal/mol. Its total energy is -343.875158 Ha. The value obtained for the HOMO energy is -9.01 eV. The LUMO energy is 1.040 eV. The largest force on an atom is 7.8 eV/A.

Results of the Mulliken charge analysis, in e, for atoms 1 through 5: number 1, C, carries -0.649; number 2, C, carries -0.298; number 3, C, carries -0.302; number 4, C, carries -0.441; number 5, C, carries -0.338